{
  "formula": "C45H113N7O15",
  "method": "ωB97M-V/def2-TZVPD",
  "spin_multiplicity": 1,
  "e_tot_ha": -3293.7594,
  "total_charge": 0,
  "symbols": ["C", "O", "C", "C", "N", "C", "C", "O", "C", "H", "H", "H", "H", "H", "H", "H", "H", "H", "H", "H", "H", "H", "H", "H", "C", "O", "C", "C", "N", "C", "C", "O", "C", "H", "H", "H", "H", "H", "H", "H", "H", "H", "H", "H", "H", "H", "H", "H", "C", "O", "C", "C", "N", "C", "C", "O", "C", "H", "H", "H", "H", "H", "H", "H", "H", "H", "H", "H", "H", "H", "H", "H", "C", "O", "C", "C", "N", "C", "C", "O", "C", "H", "H", "H", "H", "H", "H", "H", "H", "H", "H", "H", "H", "H", "H", "H", "C", "O", "C", "C", "N", "C", "C", "O", "C", "H", "H", "H", "H", "H", "H", "H", "H", "H", "H", "H", "H", "H", "H", "H", "C", "O", "C", "C", "N", "C", "C", "O", "C", "H", "H", "H", "H", "H", "H", "H", "H", "H", "H", "H", "H", "H", "H", "H", "C", "O", "C", "C", "N", "C", "C", "O", "C", "H", "H", "H", "H", "H", "H", "H", "H", "H", "H", "H", "H", "H", "H", "H", "C", "C", "C", "O", "H", "H", "H", "H", "H", "H", "H", "H"],
  "xyz": [[3.26625, -4.31398, -8.45435], [2.59721, -3.41369, -7.53975], [1.30701, -2.88870, -7.91100], [0.75159, -1.90491, -6.88744], [0.65192, -2.61768, -5.58205], [0.52268, -1.70826, -4.45427], [-0.84323, -0.85763, -4.36153], [-0.55056, 0.49736, -3.96645], [0.09449, 1.33340, -4.89908], [4.29216, -4.50956, -8.14232], [3.49017, -3.84354, -9.41177], [2.60769, -5.14766, -8.69804], [0.59721, -3.68670, -8.12891], [1.42019, -2.29705, -8.81943], [-0.18259, -1.46214, -7.23293], [1.33037, -0.98479, -6.80685], [1.50857, -3.15269, -5.58664], [1.43759, -1.12767, -4.33615], [0.65706, -2.33245, -3.57085], [-1.58191, -1.28684, -3.68461], [-1.40755, -0.79090, -5.29168], [-0.64663, 1.50622, -5.67944], [1.01267, 0.92013, -5.31651], [0.33808, 2.31823, -4.50049], [3.05706, 1.48246, 2.77747], [1.76459, 2.08002, 3.16765], [0.86347, 1.21436, 3.80862], [-0.18648, 1.91902, 4.66222], [-0.85975, 2.91376, 3.82228], [-1.76337, 3.76545, 4.58053], [-1.17112, 4.72696, 5.58629], [-0.90566, 4.01149, 6.78596], [-0.13928, 4.76165, 7.69162], [3.57154, 1.36901, 3.73169], [3.61987, 2.20097, 2.18158], [3.17742, 0.52649, 2.26782], [1.44831, 0.50158, 4.39001], [0.42024, 0.65500, 2.98474], [0.22628, 2.35368, 5.57261], [-0.88609, 1.17340, 5.03999], [-0.15365, 3.40067, 3.28895], [-2.53121, 3.26770, 5.17279], [-2.41752, 4.36325, 3.94584], [-1.94327, 5.47360, 5.77181], [-0.25424, 5.19528, 5.22838], [0.91295, 4.82263, 7.41379], [-0.27632, 4.33576, 8.68557], [-0.49552, 5.79040, 7.74513], [-3.28098, 9.50274, -0.91006], [-2.69422, 8.39133, -0.18433], [-3.46672, 7.22543, -0.54398], [-3.01781, 6.08757, 0.43848], [-1.65422, 5.65455, 0.02437], [-1.08331, 4.76851, 1.02565], [0.23910, 4.16938, 0.59606], [1.08225, 5.28212, 0.53508], [2.35961, 4.86936, 0.07709], [-3.18249, 9.39377, -1.99012], [-2.78792, 10.44302, -0.66335], [-4.32507, 9.68555, -0.65596], [-3.30615, 6.94450, -1.58484], [-4.52539, 7.40544, -0.35711], [-3.70185, 5.23991, 0.39765], [-2.98477, 6.54423, 1.42766], [-1.02035, 6.41597, -0.17195], [-1.83506, 3.98178, 1.08894], [-1.00353, 5.36162, 1.93667], [0.21706, 3.73243, -0.40228], [0.54157, 3.36668, 1.26858], [3.04785, 5.71276, 0.13270], [2.36019, 4.71671, -1.00217], [2.92066, 4.08091, 0.57875], [-6.30975, -5.03630, 1.78704], [-5.53278, -4.49928, 0.79272], [-5.72452, -5.07473, -0.49309], [-4.84035, -4.36091, -1.54882], [-3.51143, -4.99252, -1.59802], [-2.65002, -4.21055, -2.39165], [-1.22015, -4.81574, -2.46169], [-0.58566, -4.98430, -1.19708], [0.75990, -5.46665, -1.32589], [-6.36550, -6.12453, 1.75980], [-7.31902, -4.63624, 1.68995], [-5.94939, -4.72073, 2.76615], [-6.77579, -4.98060, -0.76525], [-5.60202, -6.15735, -0.46112], [-4.63512, -3.31926, -1.30196], [-5.27584, -4.33032, -2.54758], [-3.12312, -5.15286, -0.67954], [-2.40500, -3.23444, -1.97298], [-3.16707, -4.08596, -3.34309], [-0.55095, -4.35562, -3.18871], [-1.37250, -5.80367, -2.89630], [1.47814, -4.76242, -1.74576], [0.69457, -6.36767, -1.93581], [1.05480, -5.78036, -0.32454], [2.17106, 4.75529, -4.43640], [2.64691, 3.40067, -4.59604], [2.80986, 2.69978, -3.40510], [3.72464, 1.50608, -3.64404], [4.33146, 0.92211, -2.42711], [5.32847, -0.08163, -2.88875], [5.96311, -0.84344, -1.66335], [6.84944, -1.82594, -2.28965], [7.58025, -2.62228, -1.33454], [2.75960, 5.32171, -3.71468], [1.11696, 4.81453, -4.16536], [2.31431, 5.27668, -5.38283], [1.84210, 2.36991, -3.02731], [3.25786, 3.35243, -2.65581], [4.50458, 1.77809, -4.35524], [3.25567, 0.65479, -4.13749], [4.76952, 1.71880, -1.98724], [6.21988, 0.30830, -3.38013], [4.85804, -0.80261, -3.55732], [5.15000, -1.30924, -1.10659], [6.44882, -0.09904, -1.03244], [8.11831, -2.04735, -0.58085], [8.35159, -3.11655, -1.92517], [6.96142, -3.35102, -0.81100], [-0.14841, -2.04126, 4.19860], [0.72319, -2.90591, 3.63153], [1.76914, -2.27731, 2.81619], [2.25791, -3.29975, 1.70874], [3.29058, -4.24649, 2.29243], [4.11259, -5.01902, 1.34435], [4.73233, -6.25995, 2.06488], [5.41568, -6.89643, 1.04175], [5.94947, -8.17550, 1.43386], [0.32730, -1.39067, 4.93245], [-0.84770, -2.77467, 4.60010], [-0.66890, -1.56355, 3.36854], [2.59524, -1.99546, 3.46906], [1.45467, -1.36685, 2.30602], [2.70400, -2.81918, 0.83802], [1.40777, -3.92352, 1.43259], [3.74133, -3.97699, 3.15515], [4.92315, -4.42792, 0.91811], [3.52008, -5.47111, 0.54895], [4.04538, -6.85918, 2.66249], [5.55210, -5.99967, 2.73444], [5.17688, -8.90596, 1.67393], [6.67679, -8.05140, 2.23617], [6.52731, -8.57915, 0.60243], [-3.29478, -2.37557, 1.26306], [-3.31800, -1.24678, 2.14872], [-3.16640, -0.01165, 1.41526], [-3.29195, 1.15740, 2.39444], [-4.65576, 1.25018, 2.93799], [-4.80230, 2.17859, 4.08551], [-6.23539, 2.25636, 4.57693], [-6.40455, 3.54511, 5.09908], [-7.74958, 3.90472, 5.35493], [-3.21171, -3.34437, 1.75564], [-2.51002, -2.23062, 0.52061], [-4.19230, -2.36050, 0.64472], [-3.97343, 0.06531, 0.68664], [-2.19784, 0.02326, 0.91650], [-3.05155, 2.09833, 1.89949], [-2.63788, 0.87815, 3.22046], [-4.87198, 0.32088, 3.26928], [-4.38673, 3.12451, 3.73817], [-4.13337, 1.77640, 4.84635], [-6.44870, 1.53729, 5.36784], [-6.97218, 1.95536, 3.83219], [-8.32189, 3.02516, 5.64979], [-8.23017, 4.32810, 4.47296], [-7.79306, 4.57972, 6.20967], [0.22777, -1.37340, -0.77120], [1.19371, -0.23494, -1.10306], [0.95487, 1.03155, -0.18657], [2.47305, -0.72086, -0.97938], [0.16505, -1.60286, 0.29252], [0.53503, -2.30962, -1.23723], [-0.80062, -1.19896, -1.08757], [1.01159, 0.10116, -2.12383], [0.00617, 1.53454, -0.37381], [1.75378, 1.72503, -0.44912], [0.97842, 0.87758, 0.89224], [3.06312, -0.09432, -1.40466]],
  "forces_ev_per_a": [[-0.89, 1.39, -0.49], [0.19, -0.05, 0.25], [0.68, 0.55, -0.93], [0.22, -0.78, 0.97], [-0.96, 1.01, -1.65], [-0.39, -0.65, 0.67], [1.85, 0.55, -0.74], [0.00, -0.51, 1.41], [-0.86, -0.32, -0.69], [-0.52, -0.54, 0.91], [-0.49, 0.55, -0.33], [0.40, -0.47, 0.39], [-0.06, -0.22, 0.24], [0.09, -0.11, -0.44], [-0.51, -0.73, -0.07], [0.94, -0.07, 0.05], [0.13, -0.12, 0.78], [-0.19, 1.17, -0.38], [-0.69, -0.11, 0.29], [0.49, 0.14, 0.53], [0.39, -0.32, -0.60], [0.24, 0.13, -0.65], [0.04, -0.19, -0.04], [-0.18, -0.31, 0.51], [-0.30, 1.02, 1.57], [1.54, 0.44, -1.20], [0.29, -0.95, -0.23], [0.56, 0.23, -0.71], [-0.71, -0.71, 0.85], [-0.14, 0.88, -0.10], [0.02, -0.49, 0.12], [0.09, 0.06, -0.02], [-0.37, 0.31, 0.30], [0.39, -0.09, 0.03], [-0.39, 0.25, 0.07], [-1.25, -0.20, -0.22], [-0.11, -0.14, 0.42], [-0.69, -0.33, 0.24], [0.45, 0.12, -0.05], [-0.26, -0.17, -0.29], [-0.14, 0.48, 0.15], [0.36, -1.01, -0.12], [0.37, 0.10, -0.68], [0.09, 0.44, 0.21], [0.12, 0.20, -0.15], [0.21, -0.26, -0.03], [0.26, -0.15, -0.09], [-0.17, 0.24, 0.00], [0.74, 0.20, 0.48], [-1.48, 0.61, -1.35], [0.67, -0.83, 1.91], [1.48, 1.35, -1.95], [-0.79, -0.45, -0.31], [-0.87, -0.28, -1.10], [-1.25, 0.56, -0.05], [2.15, -0.64, 0.40], [0.87, 1.77, -0.76], [-0.06, -0.33, -0.11], [0.43, -0.27, 0.27], [-0.22, -0.47, 0.07], [0.07, -0.01, -0.08], [-0.18, 0.21, -0.16], [0.04, 0.00, 0.06], [-0.30, -0.10, 0.36], [-0.27, 0.36, 0.18], [0.14, -0.26, 0.71], [0.32, -0.54, 0.69], [-0.52, -0.11, -0.20], [0.44, 0.18, 0.36], [-0.18, 0.41, 0.41], [-0.39, -0.69, -0.20], [-0.82, -0.51, 0.38], [-1.05, -0.07, 0.64], [1.57, 0.24, -1.17], [-0.63, 0.85, -0.39], [0.87, -0.80, 1.33], [-1.07, -0.87, 0.11], [2.51, 0.44, 0.35], [-0.61, -1.51, -1.03], [-0.02, 0.97, -0.17], [-1.29, -0.66, 0.32], [0.11, -0.23, -0.02], [-0.45, -0.15, 0.08], [0.26, 0.00, -0.11], [-0.34, 0.39, -0.13], [0.70, -0.16, -0.07], [-0.77, 0.38, 0.44], [-0.15, -0.47, 0.00], [-0.13, 0.12, 0.21], [-0.69, 0.86, 0.20], [0.72, 0.06, -0.42], [-0.08, 0.80, 0.10], [0.09, -0.57, 0.00], [-0.17, 0.27, -0.06], [0.42, -0.12, -0.25], [0.15, 0.22, -0.04], [0.42, -0.50, -0.35], [-0.20, 1.27, -0.68], [0.08, -0.52, 0.45], [0.17, -0.73, -0.36], [0.07, 0.14, -1.15], [0.78, -0.45, 2.04], [-0.76, -0.41, -2.15], [-0.35, 0.85, 1.90], [0.10, 0.30, -0.79], [0.11, -0.21, 0.35], [-0.10, -0.22, 0.13], [-0.09, -0.31, -0.12], [-0.16, -0.07, 0.30], [0.18, 0.11, 0.30], [0.20, 0.49, -0.05], [-0.67, 0.20, -0.09], [0.54, -0.18, 0.48], [-0.25, 0.55, -0.49], [-0.15, 0.07, 0.13], [0.13, -0.32, 0.21], [0.53, -0.22, 0.12], [-0.17, 0.47, 0.03], [-0.17, -0.26, 0.06], [-0.22, -0.06, -0.16], [-1.50, -0.38, -0.19], [3.73, -0.93, -2.37], [-0.20, -1.75, -0.58], [1.21, -0.64, 2.31], [-1.04, -0.15, -1.03], [-0.37, -0.44, 2.26], [0.86, 1.75, -0.15], [0.31, -2.56, -0.98], [0.27, 0.80, -0.72], [-0.36, 0.28, 0.14], [-0.49, 0.76, 0.86], [-0.32, 1.00, 0.37], [0.22, -0.02, 0.11], [-0.59, 0.04, 0.09], [-0.31, 0.44, -0.05], [-0.16, 0.27, -0.25], [0.03, 0.25, -0.37], [0.15, -0.03, -0.29], [-0.27, 0.41, -0.07], [-0.50, -0.19, -0.49], [-0.23, 0.73, 0.82], [-0.16, 0.15, 0.27], [-0.19, -0.02, 0.45], [-0.18, 0.18, -0.21], [-0.31, 1.12, -0.74], [0.37, 0.00, -0.27], [-0.72, -0.10, 0.76], [-0.75, -0.98, 0.44], [-0.60, 0.04, -0.45], [0.85, -1.49, -1.25], [0.15, -0.19, 0.27], [-0.43, 0.86, 0.07], [0.10, -0.60, 0.25], [0.05, 0.41, 0.33], [0.61, -0.28, 0.16], [-0.37, -0.21, 0.26], [-0.05, -0.06, -0.34], [0.17, -0.08, -0.10], [0.36, -0.06, 0.22], [0.74, 0.62, 0.02], [-0.21, -0.25, -0.02], [-0.49, 0.25, 0.29], [0.01, 0.42, 0.66], [0.36, -0.30, 0.41], [0.07, 0.59, -0.72], [-0.15, -0.21, 0.03], [0.03, 0.19, -0.06], [0.17, 0.24, -0.24], [-0.17, -0.24, -0.02], [-2.15, 0.82, 1.14], [0.25, -0.62, -0.81], [0.95, -0.90, 0.57], [0.22, 0.21, 0.22], [0.15, 0.03, -0.18], [-0.01, 0.34, -0.16], [-0.13, 0.00, -0.21], [-0.10, -0.18, -0.35], [0.04, 0.28, 0.14], [0.25, -0.47, -0.03], [0.70, 0.47, -0.29]],
  "lowdin_charge": [-0.085, -0.210, -0.211, -0.203, -0.055, -0.182, -0.128, -0.220, -0.103, 0.087, 0.073, 0.086, 0.122, 0.115, 0.111, 0.105, 0.093, 0.098, 0.084, 0.104, 0.105, 0.092, 0.074, 0.071, -0.061, -0.212, -0.244, -0.172, -0.019, -0.215, -0.218, -0.203, -0.122, 0.084, 0.074, 0.075, 0.106, 0.094, 0.110, 0.117, 0.081, 0.106, 0.102, 0.123, 0.127, 0.086, 0.089, 0.082, -0.110, -0.192, -0.214, -0.175, -0.066, -0.218, -0.241, -0.154, -0.103, 0.083, 0.080, 0.080, 0.118, 0.110, 0.115, 0.110, 0.102, 0.105, 0.118, 0.109, 0.093, 0.086, 0.064, 0.081, -0.136, -0.212, -0.189, -0.171, -0.068, -0.239, -0.212, -0.201, -0.095, 0.088, 0.088, 0.092, 0.113, 0.120, 0.099, 0.116, 0.115, 0.096, 0.126, 0.102, 0.112, 0.085, 0.085, 0.079, -0.073, -0.191, -0.247, -0.184, -0.066, -0.176, -0.179, -0.197, -0.099, 0.080, 0.087, 0.087, 0.106, 0.106, 0.121, 0.105, 0.113, 0.116, 0.123, 0.106, 0.116, 0.079, 0.084, 0.075, -0.153, -0.192, -0.157, -0.139, -0.078, -0.180, -0.251, -0.210, -0.092, 0.085, 0.101, 0.083, 0.111, 0.081, 0.096, 0.103, 0.098, 0.103, 0.108, 0.122, 0.113, 0.086, 0.082, 0.082, -0.091, -0.200, -0.199, -0.201, -0.067, -0.186, -0.236, -0.190, -0.107, 0.094, 0.064, 0.065, 0.122, 0.106, 0.107, 0.101, 0.099, 0.107, 0.109, 0.118, 0.120, 0.079, 0.086, 0.086, -0.038, -0.472, -0.019, -0.053, 0.067, 0.061, 0.069, 0.105, 0.074, 0.062, 0.051, 0.026]
}